C4H7NO in the gas phase, computed with ωB97M-V/def2-TZVPD.

Computed properties:
HOMO level ... -9.78 eV
Spin multiplicity ... 1
HOMO-LUMO gap ... 10.80 eV
Total energy ... -7797.94626 eV
LUMO energy ... 1.02 eV
Total charge ... 0
Structure (SMILES) ... CC(=O)[C@H]1CN1

Geometry (Å):
1 O 0.2976 1.4395 0.9257
2 N -1.3358 0.3179 -1.2565
3 C 1.9610 -0.1932 0.3485
4 C -1.9136 -0.1188 -0.0022
5 C -0.4934 -0.4213 -0.3050
6 C 0.5600 0.3692 0.4139
7 H -0.2120 -1.4181 -0.6374
8 H 1.9951 -1.2388 0.6804
9 H -2.0886 0.6277 0.7690
10 H -1.1050 1.3090 -1.1962
11 H -2.6397 -0.9241 -0.0801
12 H 2.2814 -0.1645 -0.7017
13 H 2.6449 0.4159 0.9416

Atom charges from the Mulliken analysis, given in e for atoms 1 to 2: O -0.57; N -0.57